Formula: C4H9NO2S
Source: the Open Molecules 2025 dataset
Level of theory: wB97M-V/def2-TZVPD

```
17
Properties=species:S:1:pos:R:3:forces:R:3
C 1.4334 -0.7156 -0.4558 -0.37 0.77 -0.14
C -0.0214 -0.5967 -0.9316 0.07 -0.05 0.09
C -0.3403 0.7423 -1.6190 0.19 0.64 0.28
O -1.6354 0.8408 -2.1976 0.13 -0.34 0.42
S -1.2072 -0.9498 0.4724 0.85 0.16 -0.71
N -0.6525 0.2371 1.5432 -0.94 0.18 0.17
C 0.0165 -0.0090 2.7373 -0.40 1.53 -0.34
O 0.2552 0.9037 3.4991 -0.02 -0.97 -0.14
H 2.1300 -0.5497 -1.2798 -0.08 -0.51 -0.16
H 1.5481 -1.6633 0.0388 0.38 -0.54 -0.10
H 1.7377 0.0385 0.2619 -0.38 0.31 0.28
H -0.1936 -1.4278 -1.6137 -0.27 -0.03 -0.17
H -0.1875 1.5386 -0.8491 -0.08 -0.33 -0.46
H 0.3470 0.9811 -2.4593 -0.17 -0.46 0.62
H -2.2827 0.6068 -1.5164 0.11 0.02 -0.12
H -1.2265 1.0829 1.5015 0.74 -0.16 0.38
H 0.2793 -1.0600 2.8681 0.24 -0.21 0.09
```
Forces are in eV/Å.

Results
Orbital gap ... 10.4247 eV
SMILES string ... C[C@H](CO)SNC=O
HOMO ... -9.807 eV


Formula: C4H9NO2S
Source: the Open Molecules 2025 dataset
Level of theory: wB97M-V/def2-TZVPD

```
17
Properties=species:S:1:pos:R:3:forces:R:3
C 2.7971 0.6749 -0.0637 0.32 -1.24 -0.01
C -2.0620 1.5521 -0.4158 1.06 -1.50 -2.68
C 0.4693 -2.4492 0.8099 1.77 -1.35 -4.82
C 0.2078 -0.0812 -0.6745 -0.41 1.86 -0.44
N -0.7638 0.9901 0.1347 0.73 2.13 -1.61
O 2.3817 1.6428 0.3066 -2.61 5.44 1.65
O 3.4175 -0.2307 -0.3013 2.19 -4.04 -1.52
S -0.5307 -1.6221 -0.5083 -0.38 -0.56 0.34
H -2.3741 2.4548 0.1125 -0.03 -0.27 -0.10
H -1.7739 1.7373 -1.5243 -0.86 0.18 1.83
H -2.8052 0.7238 -0.4367 0.37 0.81 0.23
H 1.5427 -2.2896 0.4043 -1.64 -0.43 1.42
H 0.1806 -3.5158 0.7818 0.40 0.17 -0.68
H 0.2621 -2.2700 1.7770 -0.39 1.85 3.31
H 0.2591 0.3710 -1.7168 -0.34 -0.87 1.14
H -0.9725 0.4562 0.9223 -0.22 -0.81 1.94
H -0.2358 1.8556 0.3925 0.07 -1.37 0.00
```
Forces are in eV/Å.

Results
Orbital gap ... 7.7149 eV
HOMO ... -7.188 eV


Formula: C4H9NO2S
Source: the Open Molecules 2025 dataset
Level of theory: wB97M-V/def2-TZVPD

```
17
Properties=species:S:1:pos:R:3:forces:R:3
C -0.0197 -0.5559 -1.3773 0.69 -2.63 -0.23
C -1.1801 0.2374 -0.7345 -6.00 3.18 -2.38
C -2.5125 -0.3093 -0.4057 -1.02 -2.39 -1.13
C 2.3451 -0.1383 1.4092 0.21 -1.19 -0.17
N 0.0464 -0.3710 0.0488 4.90 -1.04 0.55
O 0.4782 1.5714 1.6031 -1.47 -0.27 0.39
O 1.6282 1.5975 -0.5025 -0.51 -0.67 -1.00
S 1.0659 0.7980 0.5564 4.32 1.53 1.91
H -0.2418 -1.5972 -1.7387 -0.39 1.04 0.87
H 0.5925 -0.0528 -2.1148 0.34 0.45 0.56
H -1.0049 1.3567 -0.6149 -0.78 -1.66 0.10
H -2.8958 -1.4484 -0.5375 1.81 2.36 -0.29
H -3.1789 0.2626 -0.9990 -1.32 0.51 -0.24
H -2.7633 -0.1793 0.6318 0.09 0.50 0.97
H 2.8305 0.2712 2.3202 -0.74 0.35 -0.56
H 1.6335 -0.9357 1.7066 1.07 -0.30 0.33
H 3.1768 -0.5069 0.7487 -1.20 0.23 0.31
```
Forces are in eV/Å.

Results
Orbital gap (alpha / beta) ... 4.5211 / 6.9813 eV
Expectation value of S² ... 2.0066
2S+1 ... 3
HOMO (alpha / beta) ... -3.785 / -10.835 eV


Formula: C4H9NO3
Source: the Open Molecules 2025 dataset
Level of theory: wB97M-V/def2-TZVPD

```
17
Properties=species:S:1:pos:R:3:forces:R:3
N 1.4593 0.5861 -0.6040 -0.96 0.31 0.07
C 0.2632 0.6447 0.3027 1.51 0.13 -1.11
C -0.6650 -0.4952 -0.0397 -1.88 -1.49 1.41
C -0.3922 -1.9436 0.4146 1.74 0.10 -0.65
O 0.6108 -2.5565 -0.4218 0.35 -0.42 -0.30
C -0.4973 1.9391 -0.0367 1.63 0.45 1.42
O -0.9440 2.2697 -1.0860 -0.52 0.04 -0.21
O -0.4034 2.7256 1.0842 -0.24 0.08 -0.23
H 2.3375 0.3959 -0.1345 -0.41 -0.24 -0.08
H 1.2362 -0.0988 -1.3132 0.70 0.10 -0.04
H 0.7414 0.7595 1.2926 -1.19 -0.48 -0.07
H -1.7286 -0.3124 0.2354 0.65 0.37 0.26
H -0.7652 -0.5690 -1.1112 0.19 0.29 -0.67
H 0.0980 -2.0873 1.3792 -0.31 0.68 0.29
H -1.2796 -2.5686 0.4623 -0.38 0.16 -0.41
H 0.6141 -2.3304 -1.3681 -0.67 0.09 0.70
H -0.6852 3.6413 0.9442 -0.23 -0.18 -0.39
```
Forces are in eV/Å.

Results
Orbital gap ... 10.1040 eV
SMILES string ... N[C@H](CCO)C(=O)O
HOMO ... -9.364 eV


Formula: C4H9NO3
Source: the Open Molecules 2025 dataset
Level of theory: wB97M-V/def2-TZVPD

```
17
Properties=species:S:1:pos:R:3:forces:R:3
C -0.5348 -0.9674 -1.8910 -0.32 1.44 -0.30
O -0.7130 -0.7813 -0.5221 -1.76 -0.35 2.03
C -0.2869 0.4071 0.0574 0.32 0.42 0.20
C -0.8469 0.6959 1.5541 0.71 -6.07 -3.39
N -1.0361 1.4972 -0.5796 0.69 1.15 -1.09
O -0.4197 2.5206 -0.7041 -0.28 -0.33 -0.01
O 1.1145 0.4829 -0.0696 -1.88 0.31 1.22
C 1.6524 -0.5388 0.7828 1.53 0.89 -0.04
H 0.4355 -1.3168 -2.0276 1.60 -0.89 -0.80
H -0.6898 -0.0904 -2.4787 0.50 1.49 -0.09
H -1.2925 -1.5179 -2.3878 -0.74 -1.63 0.52
H -1.8113 0.9901 1.3738 -2.40 0.92 0.32
H -0.8056 -0.3333 1.9784 -0.44 0.95 0.29
H -0.2107 1.3201 1.9995 2.24 2.69 1.77
H 2.6471 -0.0921 0.9881 -0.36 -1.06 0.21
H 1.6673 -1.4393 0.2180 0.61 -0.89 -0.53
H 1.1304 -0.8366 1.7086 0.00 0.95 -0.32
```
Forces are in eV/Å.

Results
Orbital gap ... 9.2310 eV
SMILES string ... COC(C)(N=O)OC
HOMO ... -9.097 eV


Formula: C4H9NO3P
Source: the Open Molecules 2025 dataset
Level of theory: wB97M-V/def2-TZVPD

```
18
Properties=species:S:1:pos:R:3:forces:R:3
C 0.8881 1.0658 0.1762 0.10 -0.65 -0.73
C 0.9361 -0.0397 -0.9245 -3.33 1.13 0.51
C -0.4548 1.6788 0.3302 -3.21 1.94 -1.23
C 0.8371 -2.0240 0.4131 0.19 -2.21 -2.10
N 0.3108 -1.3130 -0.6723 0.86 0.62 -0.76
O -2.7708 0.6468 -1.1494 -0.25 0.43 0.91
O -2.8791 -1.2006 0.7697 -0.50 0.24 0.68
O -1.2961 0.7470 1.0279 0.51 1.66 0.69
P -2.1592 -0.1518 -0.0099 -1.06 -1.87 -2.50
H 1.2838 0.6209 1.0630 0.02 0.06 1.09
H 1.5658 1.8220 -0.1317 0.92 0.79 -0.39
H 0.3498 0.4244 -1.7291 0.53 -0.31 -0.38
H 1.9316 -0.1758 -1.1583 2.41 -0.43 -0.83
H -0.6012 2.7163 0.8024 1.02 -1.56 0.08
H -1.0237 1.9534 -0.7177 1.71 -1.09 2.00
H 1.8689 -2.3314 0.1840 0.30 -0.14 -0.25
H 0.9631 -1.4852 1.2836 -0.40 1.09 2.31
H 0.2499 -2.9538 0.4428 0.19 0.33 0.91
```
Forces are in eV/Å.

Results
Orbital gap (alpha / beta) ... 4.6979 / 7.9050 eV
Expectation value of S² ... 2.0068
Total charge ... -1
2S+1 ... 3
HOMO (alpha / beta) ... -1.047 / -4.878 eV


Formula: C4H9NO3S
Source: the Open Molecules 2025 dataset
Level of theory: wB97M-V/def2-TZVPD

```
18
Properties=species:S:1:pos:R:3:forces:R:3
C -0.4878 -1.2275 0.1439 0.66 1.38 -1.17
C -0.1014 -2.3458 -0.7185 -1.19 -1.00 1.99
C -1.2495 1.9048 0.0231 -0.52 0.17 0.45
C -0.3201 1.0258 0.9159 0.91 2.94 1.38
N 0.1077 -0.0983 0.1970 2.23 -1.25 -1.45
O 2.4408 0.0477 1.0226 -0.04 0.29 -0.05
O 1.7615 1.6395 -0.7889 0.10 -1.59 1.02
O 2.2267 -0.7142 -1.3146 -0.61 1.09 1.44
S 1.8930 0.2763 -0.2817 0.98 -0.05 -2.93
H -1.3163 -1.3060 0.7614 -1.88 -0.12 1.16
H 0.9316 -2.1006 -0.8948 0.68 -1.44 -0.54
H -0.6896 -2.4183 -1.6090 -0.25 0.67 -0.89
H -0.5318 -3.2661 -0.1793 1.73 0.86 -0.55
H -1.7437 2.5822 0.7574 0.02 -0.33 -0.77
H -0.8065 2.5817 -0.8338 -0.43 -1.91 1.85
H -1.9883 1.1448 -0.3412 0.23 1.20 -0.19
H 0.5635 1.6851 1.3052 -1.37 -1.51 -1.03
H -0.6898 0.5888 1.8353 -1.25 0.61 0.28
```
Forces are in eV/Å.

Results
Orbital gap ... 9.8520 eV
HOMO ... -10.197 eV


Formula: C4H9NO4
Source: the Open Molecules 2025 dataset
Level of theory: wB97M-V/def2-TZVPD

```
18
Properties=species:S:1:pos:R:3:forces:R:3
C -0.0408 -1.4440 2.3108 -0.02 0.07 0.18
O 0.3220 -0.4372 1.3738 0.05 0.32 -0.31
C -0.5494 -0.3297 0.3004 -0.10 -0.01 0.13
N -1.8823 -0.0635 0.7144 0.04 -0.14 0.02
O -0.5701 -1.4546 -0.4871 0.06 -0.18 -0.08
O -0.0879 0.8256 -0.4496 0.13 0.02 -0.01
C 1.0001 0.7157 -1.2400 -0.52 0.30 0.06
C 1.1343 1.9186 -2.1223 0.32 0.20 0.28
O 1.7101 -0.2480 -1.2752 0.41 -0.53 -0.02
H -0.2642 -2.3860 1.8042 0.05 0.04 0.10
H 0.8277 -1.5543 2.9610 -0.15 -0.07 -0.05
H -0.9119 -1.1223 2.8886 0.12 -0.13 -0.03
H -1.9792 0.9098 0.9691 -0.03 -0.01 0.02
H -2.5365 -0.3041 -0.0166 0.01 0.05 -0.05
H 0.3558 -1.6457 -0.7241 -0.17 0.15 0.01
H 1.1023 2.8370 -1.5290 -0.07 -0.14 -0.10
H 0.2974 1.9218 -2.8126 -0.11 0.07 -0.12
H 2.0724 1.8607 -2.6660 -0.03 0.00 -0.03
```
Forces are in eV/Å.

Results
Orbital gap ... 11.0775 eV
SMILES string ... CO[C@](N)(O)OC(C)=O
HOMO ... -10.245 eV


Formula: C4H9NO4
Source: the Open Molecules 2025 dataset
Level of theory: wB97M-V/def2-TZVPD

```
18
Properties=species:S:1:pos:R:3:forces:R:3
N 0.2061 -1.6274 -1.5264 -0.44 -0.14 -0.07
C 0.6532 -0.4375 -1.0730 2.75 -0.87 1.45
O 0.8609 0.5314 -1.7620 -0.62 0.44 -0.07
C 1.4047 -0.6373 0.4362 -1.08 0.22 -2.66
O 0.6997 -1.4845 1.2285 -1.83 -0.18 0.67
O 1.6239 0.6206 0.9565 -0.03 0.74 0.25
H -0.0714 -1.7271 -2.4912 -0.03 0.09 0.14
H 0.0170 -2.3719 -0.8759 0.04 0.05 -0.02
H 2.3483 -1.1080 0.1312 -0.05 -0.10 0.26
H -0.2931 -1.1767 1.2468 2.13 -0.46 0.15
H 1.7447 0.5703 1.9123 0.06 -0.28 -0.10
C -1.0680 1.8369 0.4307 0.34 -0.06 0.20
C -1.5943 0.5043 0.0373 -0.97 -0.27 1.04
O -1.6217 -0.4891 0.7645 -0.22 1.04 -0.97
H -1.8682 2.5769 0.4051 -0.19 -0.08 -0.08
H -0.3197 2.1383 -0.3026 0.05 0.04 -0.01
H -0.6169 1.8081 1.4212 -0.07 0.00 -0.11
H -2.1051 0.4727 -0.9391 0.17 -0.20 -0.07
```
Forces are in eV/Å.

Results
Orbital gap ... 9.7682 eV
SMILES string ... NC(=O)C(O)O.CC=O
HOMO ... -9.235 eV


Formula: C4H9NO4
Source: the Open Molecules 2025 dataset
Level of theory: wB97M-V/def2-TZVPD

```
18
Properties=species:S:1:pos:R:3:forces:R:3
C 0.2541 0.5704 0.6855 -0.40 1.14 -0.80
C 0.3453 -0.3938 -0.4154 -0.15 -0.67 0.39
C 1.4285 -0.2848 -1.4106 0.14 -0.57 0.22
C -0.5503 1.7831 -0.1610 0.52 -0.79 1.17
N -1.7647 1.8995 0.3786 -0.16 0.12 -0.06
O 0.4204 -1.9804 0.8954 -0.33 0.54 -0.50
O -0.6603 -2.8395 0.4654 0.27 0.34 0.07
O -0.4399 0.1158 1.7433 -0.01 -1.06 0.23
O -0.0422 2.4344 -1.0414 0.02 0.05 -0.20
H -0.3231 -3.7103 0.7181 0.10 0.11 0.00
H -0.1080 -1.1934 1.5954 0.04 0.94 -0.63
H 1.2156 1.0618 0.9085 0.02 -0.16 -0.03
H -0.6043 -0.8135 -0.7364 0.04 -0.04 0.09
H -1.9413 1.3155 1.1921 0.05 0.09 -0.07
H -2.3419 2.6903 0.1440 -0.02 -0.09 -0.01
H 1.3978 0.7463 -1.7939 -0.16 -0.01 0.15
H 1.3144 -0.9839 -2.2352 0.03 0.01 0.01
H 2.4001 -0.4176 -0.9323 -0.01 0.05 -0.03
```
Forces are in eV/Å.

Results
Orbital gap ... 8.6029 eV
HOMO ... -8.861 eV


Formula: C4H9NO4
Source: the Open Molecules 2025 dataset
Level of theory: wB97M-V/def2-TZVPD

```
18
Properties=species:S:1:pos:R:3:forces:R:3
C 0.3684 -1.8873 1.2745 -0.44 -0.11 -0.38
N 0.7443 -0.5711 0.7838 0.83 0.69 -1.37
O 1.7183 -0.0429 1.6417 0.05 0.14 -0.39
C 1.1129 -0.2893 -0.6205 1.72 -2.99 1.79
O 2.2532 0.0445 -0.8753 -1.48 0.67 -0.01
H -0.4987 -2.2179 0.7057 -0.06 -0.14 -0.04
H 1.1418 -2.6522 1.2318 0.32 0.16 -0.23
H 0.0676 -1.7904 2.3180 -0.06 0.25 -0.11
H 2.4556 0.1625 1.0206 -0.18 0.01 0.27
H 0.4418 -0.8258 -1.3023 -0.17 0.62 -0.20
C -1.1323 1.8193 -1.6620 -0.44 -0.10 0.33
O -0.4213 1.4235 -0.5021 -0.31 -1.06 1.84
C -1.1452 0.4558 0.4827 -0.72 2.81 -0.80
O -1.4296 0.7610 1.5975 0.32 -0.14 -1.08
H -1.5403 0.9620 -2.2118 0.07 -0.01 -0.06
H -0.4660 2.3938 -2.3077 0.16 -0.29 0.11
H -1.9568 2.4851 -1.4002 -0.12 -0.04 0.06
H -1.7136 -0.2306 -0.1744 0.51 -0.47 0.28
```
Forces are in eV/Å.

Results
Orbital gap ... 10.0383 eV
SMILES string ... CN(O)C=O.COC=O
HOMO ... -9.395 eV


Formula: C4H9NO4
Source: the Open Molecules 2025 dataset
Level of theory: wB97M-V/def2-TZVPD

```
18
Properties=species:S:1:pos:R:3:forces:R:3
C -1.2328 -0.6198 -1.2799 3.51 -0.78 0.52
C -0.6166 0.2475 -0.1872 -0.26 2.83 -0.48
C -1.1265 0.4980 1.2314 1.20 1.75 0.72
N 0.2603 1.1375 -0.6342 -0.12 -0.70 2.64
O 0.9788 1.0052 -1.5992 1.35 0.04 -2.75
O 0.6277 2.2170 0.2171 0.13 0.43 0.16
H -1.6159 -1.4253 -0.7242 -1.30 -1.19 0.11
H -0.5124 -1.0494 -2.0583 -0.44 0.62 1.50
H -1.8740 -0.0751 -1.8840 -1.90 1.02 -0.70
H -0.3430 1.2094 1.7488 -1.69 -1.56 -1.11
H -2.0896 1.0689 1.2859 0.54 -0.95 -0.13
H -1.0718 -0.4024 1.8613 -0.63 0.18 -0.44
H 1.5503 2.5430 0.0015 -1.35 -1.24 -0.39
O 1.4404 -0.3712 1.4174 0.45 -0.79 0.24
C 1.2566 -1.3864 0.7855 0.76 2.32 0.79
O 1.7418 -1.5544 -0.4358 -1.13 -4.04 0.79
H 0.6466 -2.1780 1.2707 0.55 -0.32 -1.08
H 1.9801 -0.8643 -1.0168 0.32 2.38 -0.38
```
Forces are in eV/Å.

Results
Orbital gap ... 9.3695 eV
SMILES string ... CC(C)=[N+]([O-])O.O=CO
HOMO ... -8.609 eV


| no. | calculated total energy (Eh) |
| --- | --- |
| 1 | -761.22272 |
| 2 | -761.13599 |
| 3 | -760.88221 |
| 4 | -438.26939 |
| 5 | -438.12544 |
| 6 | -779.61576 |
| 7 | -836.40500 |
| 8 | -513.55503 |
| 9 | -513.51677 |
| 10 | -513.36009 |
| 11 | -513.39364 |
| 12 | -513.37390 |